[1]
{
  "formula": "C40H39BiClIN5OSSeSi",
  "method": "ωB97M-V/def2-TZVPD",
  "total_charge": -1,
  "e_above_lowest_kj_mol": 0.0,
  "species": ["Bi", "C", "C", "C", "C", "C", "C", "C", "C", "C", "S", "C", "N", "H", "H", "H", "H", "H", "H", "H", "H", "Cl", "C", "C", "C", "I", "C", "O", "C", "N", "C", "C", "C", "C", "H", "H", "H", "H", "C", "Si", "C", "C", "C", "C", "C", "C", "C", "H", "H", "H", "H", "H", "H", "H", "H", "H", "H", "H", "N", "C", "C", "N", "C", "C", "N", "H", "H", "H", "H", "H", "C", "C", "C", "C", "C", "C", "Se", "C", "C", "C", "H", "H", "H", "H", "H", "H", "H", "H", "H", "H", "H"],
  "coordinates": [[1.798, -1.170, 21.749], [-0.228, -2.838, 19.185], [0.434, -3.927, 20.042], [-0.111, -5.229, 19.984], [0.510, -6.272, 20.630], [1.664, -6.016, 21.368], [2.353, -7.033, 22.061], [3.306, -6.699, 22.985], [3.702, -5.333, 23.123], [3.170, -4.305, 22.390], [3.787, -2.689, 22.630], [2.092, -4.647, 21.477], [1.462, -3.633, 20.803], [0.003, -3.067, 18.124], [0.249, -1.851, 19.344], [-1.297, -2.850, 19.385], [-1.048, -5.378, 19.491], [0.077, -7.254, 20.595], [2.027, -8.043, 21.895], [3.759, -7.461, 23.582], [4.467, -5.093, 23.858], [3.095, 3.328, 27.673], [3.210, 2.462, 26.130], [4.269, 2.602, 25.294], [4.364, 1.901, 24.070], [5.958, 2.190, 22.843], [3.312, 1.100, 23.660], [3.307, 0.433, 22.560], [2.180, 1.007, 24.533], [1.127, 0.228, 24.066], [0.065, 0.013, 24.798], [-0.021, 0.548, 26.096], [0.953, 1.383, 26.561], [2.118, 1.614, 25.779], [5.084, 3.235, 25.560], [-0.702, -0.608, 24.390], [-0.893, 0.328, 26.700], [0.887, 1.852, 27.549], [4.989, -0.619, 19.808], [3.165, -0.352, 19.537], [3.040, 1.503, 19.302], [2.476, -1.171, 17.964], [2.585, -2.519, 17.817], [2.090, -3.134, 16.650], [1.272, -2.428, 15.746], [1.163, -1.037, 15.916], [1.742, -0.431, 17.028], [5.567, -0.145, 18.995], [5.415, -1.628, 20.003], [5.180, 0.000, 20.680], [3.806, 1.772, 18.529], [3.397, 1.962, 20.223], [2.039, 1.902, 19.019], [3.071, -3.145, 18.564], [2.250, -4.194, 16.487], [0.758, -2.898, 14.938], [0.525, -0.482, 15.258], [1.592, 0.627, 17.171], [-3.419, 0.863, 20.288], [-2.211, 1.428, 20.613], [-1.026, 0.674, 20.401], [0.170, 1.089, 20.730], [0.209, 2.297, 21.260], [-0.926, 3.077, 21.441], [-2.146, 2.654, 21.126], [-3.440, -0.091, 20.552], [-4.192, 1.342, 20.696], [-1.090, -0.308, 19.932], [1.216, 2.722, 21.573], [-0.880, 4.007, 21.973], [-6.756, -4.303, 25.063], [-5.575, -3.570, 24.461], [-4.420, -4.287, 24.106], [-3.251, -3.735, 23.551], [-2.164, -4.634, 23.039], [-3.307, -2.354, 23.269], [-1.971, -1.540, 22.144], [-4.351, -1.570, 23.821], [-4.357, -0.061, 23.768], [-5.484, -2.190, 24.344], [-6.474, -5.227, 25.519], [-7.495, -4.578, 24.301], [-7.307, -3.708, 25.827], [-4.407, -5.382, 24.289], [-2.410, -5.668, 23.346], [-1.227, -4.369, 23.450], [-2.099, -4.619, 21.925], [-3.365, 0.327, 24.073], [-5.128, 0.361, 24.395], [-4.554, 0.309, 22.741], [-6.333, -1.601, 24.728]],
  "lowdin_charge": [1.40, -0.05, -0.32, -0.02, -0.01, -0.17, -0.06, -0.08, -0.14, -0.63, 0.54, -0.20, 0.01, 0.08, 0.03, 0.06, 0.11, 0.11, 0.10, 0.09, 0.09, 0.62, -0.59, -0.18, -0.69, 0.95, -0.47, -0.38, -0.15, 0.03, -0.14, -0.05, -0.03, -0.19, 0.08, 0.03, 0.10, 0.09, -0.24, 0.45, -0.24, -0.32, -0.15, -0.09, -0.09, -0.09, -0.10, 0.03, 0.03, -0.04, 0.05, 0.00, 0.02, 0.11, 0.10, 0.09, 0.09, 0.09, 0.11, -0.40, -0.21, 0.00, -0.17, -0.13, 0.12, -0.01, 0.07, 0.05, 0.13, 0.09, -0.07, -0.29, -0.04, -0.31, -0.10, -0.54, 0.67, -0.31, -0.09, -0.05, 0.05, 0.07, 0.08, 0.11, 0.07, 0.05, 0.07, 0.07, 0.06, 0.06, 0.11]
}

[2]
{
  "formula": "C40H39ClN6NaO2Si",
  "method": "ωB97M-V/def2-TZVPD",
  "total_charge": -1,
  "e_above_lowest_kj_mol": 0.0,
  "species": ["Na", "N", "C", "N", "C", "N", "N", "C", "C", "C", "C", "C", "C", "N", "C", "C", "C", "C", "C", "C", "H", "H", "H", "H", "H", "H", "H", "H", "H", "H", "H", "Cl", "C", "C", "C", "C", "O", "C", "C", "O", "C", "H", "H", "H", "H", "C", "Si", "C", "N", "C", "C", "C", "C", "C", "C", "C", "C", "C", "C", "C", "C", "C", "C", "C", "C", "C", "H", "H", "H", "H", "H", "H", "H", "H", "H", "H", "H", "H", "H", "H", "H", "H", "H", "H", "H", "H", "H", "H", "H", "H"],
  "coordinates": [[-0.217, 0.631, 0.326], [-0.496, -1.733, 4.856], [-0.518, -1.773, 3.533], [-1.387, -1.287, 2.722], [-2.418, -0.529, 3.320], [-3.175, 0.286, 2.695], [-2.915, 0.421, 1.320], [-3.751, 1.241, 0.747], [-3.646, 1.668, -0.647], [-4.545, 2.635, -1.086], [-4.452, 3.060, -2.399], [-3.416, 2.560, -3.237], [-2.593, 1.618, -2.677], [-2.665, 1.179, -1.453], [-2.670, -0.724, 4.771], [-3.820, -0.426, 5.455], [-3.872, -0.661, 6.826], [-2.815, -1.033, 7.550], [-1.602, -1.284, 6.904], [-1.595, -1.175, 5.527], [0.322, -1.934, 5.382], [0.313, -2.322, 3.140], [-4.605, 1.640, 1.349], [-5.099, 3.131, -0.342], [-5.107, 3.863, -2.723], [-3.223, 2.953, -4.228], [-1.749, 1.248, -3.247], [-4.678, 0.010, 4.907], [-4.838, -0.449, 7.323], [-2.874, -1.038, 8.623], [-0.736, -1.624, 7.510], [1.270, 1.510, 7.655], [1.272, 1.185, 5.973], [2.098, 0.158, 5.454], [2.143, -0.015, 4.107], [1.272, 0.762, 3.184], [1.356, 0.505, 1.978], [0.425, 1.771, 3.778], [-0.314, 2.733, 2.919], [-0.599, 2.468, 1.759], [0.507, 1.951, 5.180], [2.780, -0.457, 6.053], [2.733, -0.729, 3.631], [-0.485, 3.746, 3.313], [-0.037, 2.821, 5.595], [1.616, 1.872, -1.402], [2.151, 0.604, -2.485], [1.688, -1.136, -1.841], [0.336, -1.336, -1.329], [-0.555, -1.484, -2.463], [-1.858, -1.988, -1.953], [-1.722, -3.512, -1.591], [-0.399, -3.731, -0.815], [0.135, -2.328, -0.265], [4.041, 0.227, -2.926], [4.872, 1.289, -3.101], [6.215, 1.063, -3.436], [6.771, -0.199, -3.480], [5.955, -1.324, -3.334], [4.603, -1.052, -2.986], [1.462, 0.811, -4.315], [0.503, 1.765, -4.536], [-0.131, 1.914, -5.752], [0.263, 1.087, -6.819], [1.241, 0.107, -6.605], [1.907, 0.005, -5.385], [1.386, 2.806, -1.999], [2.143, 1.937, -0.454], [2.438, -1.295, -1.020], [1.953, -1.944, -2.519], [-0.083, -2.194, -3.142], [-0.586, -0.531, -3.011], [-2.673, -1.941, -2.674], [-2.179, -1.401, -1.103], [-1.773, -4.076, -2.524], [-2.636, -3.752, -1.111], [0.297, -4.255, -1.470], [-0.479, -4.311, 0.061], [1.089, -2.443, 0.260], [-0.610, -2.173, 0.496], [4.509, 2.297, -2.846], [6.960, 1.844, -3.605], [7.837, -0.401, -3.752], [6.271, -2.299, -3.481], [4.000, -1.942, -2.812], [0.282, 2.383, -3.671], [-0.844, 2.767, -5.933], [-0.245, 1.107, -7.731], [1.608, -0.581, -7.317], [2.665, -0.814, -5.148]],
  "lowdin_charge": [0.28, 0.13, -0.19, 0.16, -0.28, 0.07, 0.06, -0.08, -0.24, -0.04, -0.05, -0.03, -0.15, 0.15, -0.09, -0.02, -0.12, -0.10, -0.01, -0.18, 0.13, 0.13, 0.12, 0.09, 0.10, 0.10, 0.09, 0.12, 0.11, 0.10, 0.13, 0.62, -0.75, -0.14, -0.03, -0.40, -0.05, -0.12, -0.19, -0.01, -0.12, 0.10, 0.09, 0.12, 0.12, -0.24, 0.55, -0.26, -0.22, -0.22, -0.19, -0.17, -0.14, -0.16, -0.25, -0.11, -0.11, -0.14, -0.09, -0.11, -0.23, -0.16, -0.10, -0.10, -0.11, -0.08, -0.04, -0.05, 0.10, 0.06, 0.12, 0.10, 0.11, 0.09, 0.10, 0.08, 0.10, 0.07, 0.11, 0.08, 0.10, 0.09, 0.10, 0.06, 0.08, 0.07, 0.11, 0.07, 0.08, 0.12]
}